# 1
A molecular structure, C5H9ILuO3 in a non-equilibrium geometry, computed with ωB97M-V/def2-TZVPD.

Last column: Löwdin charge in e.
Cartesian coordinates (Å):
C (-1.13828, 1.33311, -1.66595)  -0.013
C (-0.11973, 0.61265, -0.74912)  -0.391
C (0.52940, -0.59237, -1.44724)  -0.026
C (-0.91671, 0.22739, 0.45981)  0.015
O (0.08704, 0.02262, 1.71978)  -0.149
C (0.88123, -1.02557, 1.59432)  -0.951
O (0.38277, -2.18836, 1.52981)  0.012
O (2.14843, -0.88832, 1.80964)  -0.422
I (2.69349, 0.70633, 2.95218)  1.423
H (-1.96954, 0.66911, -1.91815)  0.110
H (-0.63243, 1.58446, -2.59795)  0.112
H (-1.53010, 2.24571, -1.21691)  0.101
H (0.64577, 1.34486, -0.46743)  0.156
H (1.54993, -0.77585, -1.08767)  0.089
H (0.61093, -0.41544, -2.51851)  0.110
H (-0.03541, -1.51567, -1.28736)  0.097
H (-1.50852, -0.68134, 0.33004)  0.146
H (-1.58649, 1.01638, 0.79841)  0.146
Lu (-0.09178, -1.67970, 3.76230)  2.435

Atomic forces in eV per Å
-0.204 -0.197 0.028
0.300 -0.141 -0.100
0.219 -0.083 0.481
-1.251 0.706 -0.986
-0.026 -0.900 0.725
0.543 0.555 -1.083
-0.558 -0.012 2.648
-0.257 -0.032 0.007
0.017 -0.106 0.388
0.010 0.064 -0.018
0.013 0.041 0.070
0.038 -0.023 -0.026
-0.122 0.068 -0.006
-0.009 0.029 -0.072
0.039 -0.056 0.035
-0.121 0.086 -0.232
0.400 -0.261 0.260
0.415 0.109 0.483
0.553 0.155 -2.602

Calculated values
E_LUMO = -16.33 eV
M = 419.00 g/mol
Total charge = +3
Highest occupied orbital energy = -21.237 eV


# 2
A molecular structure, C24H52BBr19GaO3S in a non-equilibrium geometry, computed with ωB97M-V/def2-TZVPD.

Last column: Löwdin charge in e.
Cartesian coordinates (Å):
C (-4.14600, -2.51777, -1.27232)  -0.123
C (-3.84254, -0.96951, -1.35035)  -0.195
B (-2.62561, -0.69368, -0.33785)  -0.502
O (-2.87319, -0.99877, 1.05500)  -0.038
Ga (-0.72800, 0.02190, -0.82169)  0.372
C (-0.30617, 0.09027, -2.83527)  -0.724
Br (-1.43130, 1.49116, -3.74501)  0.549
C (1.17629, 0.48542, -3.15134)  -0.387
C (1.64929, 0.00552, -4.55408)  -0.139
S (0.78284, -1.51741, 0.12484)  0.531
C (0.31355, -3.16477, -0.58008)  -0.187
O (2.22363, -1.19742, -0.13854)  -0.477
O (0.47146, -1.51465, 1.60632)  -0.488
H (-3.98208, -2.88757, -0.24161)  0.057
H (-5.19162, -2.75569, -1.52094)  0.061
H (-3.44029, -3.09499, -1.89889)  0.068
H (-4.74090, -0.46783, -0.92643)  0.098
H (-3.66229, -0.63991, -2.38377)  0.068
H (-2.39668, -1.81910, 1.19231)  0.058
H (-0.55087, 1.49036, -0.22097)  -0.037
H (-0.48131, -0.86751, -3.36686)  0.036
H (1.26948, 1.58636, -3.14553)  0.047
H (1.88182, 0.10477, -2.39152)  0.083
H (1.83540, -1.08305, -4.56873)  0.069
H (0.95312, 0.28744, -5.36330)  0.026
H (2.61543, 0.48637, -4.81406)  0.065
H (1.14157, -3.88451, -0.57759)  0.008
H (-0.58855, -3.53208, -0.06074)  0.054
H (-0.01016, -2.94862, -1.61679)  0.048
Br (-4.52756, 1.62236, 3.08504)  0.632
C (-2.65158, 2.14481, 3.14549)  -0.659
C (-2.47516, 3.59121, 2.75867)  -0.682
Br (-2.62633, 3.82207, 0.83243)  0.641
H (-2.11126, 1.45725, 2.49720)  0.051
H (-2.34329, 1.98385, 4.17756)  0.055
H (-1.47331, 3.93502, 3.01148)  0.057
H (-3.20686, 4.25048, 3.21765)  0.045
Br (-0.93128, 7.55737, -1.10935)  0.614
C (0.25568, 6.49151, 0.01049)  -0.693
C (1.43768, 5.97766, -0.76944)  -0.701
Br (0.94145, 4.47431, -1.90104)  0.633
H (-0.34755, 5.69661, 0.44212)  -0.004
H (0.58203, 7.16682, 0.80049)  0.054
H (2.19884, 5.58717, -0.09553)  0.056
H (1.88197, 6.73039, -1.41495)  0.043
Br (1.95957, -7.33970, 0.86405)  0.602
C (3.81505, -6.74610, 0.92891)  -0.718
C (3.95214, -5.31165, 0.49386)  -0.677
Br (3.81922, -5.13965, -1.44198)  0.588
H (4.38678, -7.43331, 0.31189)  0.005
H (4.11517, -6.85987, 1.96858)  0.039
H (4.93884, -4.92745, 0.74762)  -0.005
H (3.19355, -4.66060, 0.92128)  0.055
Br (7.47398, -3.83442, -0.28959)  0.649
C (8.71877, -5.29123, 0.04372)  -0.687
C (7.99259, -6.55226, 0.42221)  -0.705
Br (7.36151, -6.48538, 2.26467)  0.638
H (9.40966, -4.95123, 0.81010)  0.048
H (9.25834, -5.42619, -0.89293)  0.054
H (8.66288, -7.40969, 0.38214)  0.056
H (7.12621, -6.74432, -0.20231)  0.005
Br (6.23766, -6.34427, -4.05242)  0.608
C (7.44472, -7.85332, -3.80621)  -0.691
C (6.69171, -9.12854, -3.51329)  -0.684
Br (6.04499, -9.19968, -1.67833)  0.643
H (8.14405, -7.57495, -3.02243)  0.041
H (7.98006, -7.94540, -4.74986)  0.055
H (7.34945, -9.99073, -3.61201)  0.054
H (5.82478, -9.26261, -4.15363)  0.052
Br (-2.95424, 10.13339, -3.33411)  0.593
C (-1.07561, 10.64229, -3.27484)  -0.720
C (-0.88053, 12.08194, -3.67293)  -0.701
Br (-1.02238, 12.31735, -5.60218)  0.591
H (-0.53998, 9.94647, -3.91403)  0.052
H (-0.77134, 10.48690, -2.24101)  0.027
H (0.12407, 12.41573, -3.41855)  0.055
H (-1.60720, 12.74991, -3.21974)  0.048
Br (-5.38569, -2.10019, 8.63192)  0.588
C (-6.08069, -0.85982, 7.29969)  -0.692
C (-4.97321, -0.21181, 6.51129)  -0.690
Br (-4.08341, 1.18326, 7.54168)  0.613
H (-6.70007, -0.14267, 7.83181)  0.036
H (-6.70849, -1.46446, 6.64757)  0.058
H (-5.37221, 0.29459, 5.63424)  0.005
H (-4.20343, -0.91200, 6.20046)  0.058
Br (-0.50296, -0.60304, -8.17894)  0.605
C (-0.96570, 1.18282, -8.80387)  -0.699
C (-1.88675, 1.88494, -7.84074)  -0.697
Br (-3.70979, 1.21319, -7.98126)  0.588
H (-1.39470, 1.06839, -9.79531)  0.044
H (-0.01769, 1.71306, -8.87981)  0.055
H (-1.95327, 2.94491, -8.08057)  0.057
H (-1.58790, 1.76919, -6.80066)  0.000
Br (-7.10095, 0.92403, 11.22128)  0.600
C (-6.71327, 2.83235, 11.21541)  -0.695
C (-5.26124, 3.09572, 10.91464)  -0.700
Br (-4.13638, 2.73145, 12.46303)  0.597
H (-7.02667, 3.22261, 12.17939)  0.047
H (-7.34663, 3.25007, 10.43455)  0.057
H (-5.10261, 4.14871, 10.68789)  0.058
H (-4.88058, 2.48966, 10.09712)  -0.009

Atomic forces in eV per Å
0.481 0.219 0.249
-0.309 -0.473 0.957
-0.520 -0.431 0.531
-0.579 0.125 -1.615
-0.514 0.696 -0.715
1.496 -0.102 -0.108
-0.020 -0.538 0.165
-0.175 0.097 -0.754
0.476 0.300 0.154
1.033 1.192 2.038
-0.215 0.407 -0.209
-1.402 -1.140 -0.283
0.073 -0.756 -1.943
-0.202 0.244 -0.370
0.440 0.029 -0.198
-0.493 0.239 0.044
0.388 -0.019 -0.372
-0.144 -0.067 0.359
0.609 -0.006 0.692
0.372 -0.238 0.074
-0.353 0.600 0.133
-0.089 -0.418 0.260
-0.450 -0.014 -0.125
-0.286 0.361 -0.045
0.061 -0.238 0.427
-0.369 -0.242 0.180
-0.216 0.231 0.132
0.582 0.131 0.065
0.414 -0.106 0.350
0.004 0.004 -0.050
-0.010 -0.071 0.198
0.138 -0.010 -0.237
-0.084 0.129 0.033
-0.062 0.043 -0.045
-0.009 0.048 -0.019
0.000 -0.109 0.031
-0.012 -0.099 0.023
-0.069 -0.068 0.023
0.081 0.264 0.069
0.026 -0.380 -0.089
-0.027 0.105 -0.014
0.013 -0.026 -0.117
0.032 -0.019 -0.038
-0.063 0.048 0.056
-0.068 0.044 0.069
0.054 -0.058 -0.074
-0.171 0.029 0.218
0.108 0.086 -0.181
-0.079 -0.009 0.132
-0.004 0.057 -0.050
0.012 0.060 -0.024
-0.012 -0.052 0.025
0.009 -0.046 0.009
0.090 0.004 0.060
-0.112 0.252 -0.237
0.149 -0.155 0.219
-0.057 -0.005 -0.070
-0.035 -0.080 0.014
-0.025 -0.071 0.031
-0.008 0.030 -0.015
-0.021 0.054 -0.055
0.167 -0.108 0.099
-0.234 0.162 -0.292
0.171 -0.093 0.176
-0.035 0.034 -0.047
-0.055 -0.108 0.027
0.005 -0.070 0.042
0.015 0.055 -0.018
0.036 0.095 -0.001
0.096 -0.021 -0.049
-0.211 -0.006 0.208
0.200 0.001 -0.176
-0.058 0.047 0.058
0.001 0.067 -0.006
0.019 0.029 -0.034
-0.018 -0.060 0.013
-0.016 -0.085 0.002
-0.054 0.087 0.042
0.038 -0.235 0.021
-0.133 0.206 -0.036
0.063 -0.051 -0.035
0.073 0.022 -0.015
0.063 0.039 -0.043
0.022 -0.014 0.024
-0.040 -0.001 0.045
-0.057 0.023 -0.094
0.207 -0.096 0.128
-0.168 0.096 -0.036
0.059 -0.010 0.045
-0.047 0.027 0.059
-0.047 0.028 0.053
0.038 -0.037 -0.033
0.019 -0.065 -0.042
0.004 0.035 0.041
-0.123 -0.168 -0.207
0.130 0.173 0.166
-0.011 -0.041 -0.075
0.086 -0.001 -0.016
0.074 0.015 -0.009
-0.061 -0.021 0.006
-0.091 -0.031 0.042

Calculated values
E_LUMO = 1.40 eV
M = 2019.45 g/mol
Total charge = -1
Highest occupied orbital energy = -4.869 eV